# C52H101O21P

A cluster of 10 separate species, C52H101O21P in total at a distorted geometry (the ωB97M-V functional and the def2-TZVPD basis, the OMol25 dataset).

Element x y z (Å)
C: 0.0892 -0.9563 -1.6349
C: -0.0121 0.4035 -1.6573
C: -1.2921 1.0507 -2.0216
C: -2.5067 0.5547 -1.5231
C: -3.6925 1.1399 -1.9124
C: -3.6826 2.2242 -2.8012
C: -2.4942 2.7427 -3.2709
C: -1.2819 2.1591 -2.8829
P: 0.1966 2.9324 -3.5604
O: 0.3858 4.3280 -3.0872
C: -5.0070 2.7738 -3.2228
O: -5.2174 3.9502 -3.4044
C: -6.0522 1.7210 -3.4068
C: -6.9761 1.7653 -4.4409
C: -7.9074 0.7442 -4.5668
C: -7.9371 -0.2997 -3.6506
C: -7.0167 -0.3577 -2.6126
C: -6.0697 0.6486 -2.5097
C: -5.0219 0.6360 -1.4452
O: -5.2278 0.2877 -0.3063
H: -0.6017 -1.5030 -0.9977
H: 0.8032 -1.4778 -2.2616
H: 0.8405 1.0324 -1.4170
H: -2.5351 -0.2878 -0.8459
H: -2.5322 3.5912 -3.9433
H: 1.3196 2.1385 -3.2940
H: 0.0412 2.9376 -4.9606
H: -6.9295 2.5934 -5.1354
H: -8.6081 0.7767 -5.3898
H: -8.6836 -1.0765 -3.7475
H: -7.0406 -1.1735 -1.9009
C: 1.4509 -1.3910 3.1186
O: 1.5200 -2.2654 2.0025
C: 2.0732 -3.5320 2.3208
C: 1.0039 -4.5923 2.4566
O: 0.1688 -4.3564 3.5778
C: -1.0823 -3.7869 3.2405
H: 0.8503 -0.5309 2.8287
H: 0.9829 -1.8745 3.9797
H: 2.4486 -1.0395 3.3976
H: 2.6690 -3.4742 3.2370
H: 2.7418 -3.8113 1.4991
H: 1.4865 -5.5627 2.6097
H: 0.4113 -4.6502 1.5379
H: -1.7233 -4.5259 2.7470
H: -0.9668 -2.9156 2.5908
H: -1.5605 -3.4746 4.1671
C: -7.5159 -2.5533 1.0119
O: -7.8032 -3.3408 -0.1336
C: -7.4105 -4.6986 0.0175
C: -8.5869 -5.5953 0.3220
O: -9.1450 -5.3201 1.5993
C: -10.3340 -4.5563 1.5416
H: -8.0090 -1.5906 0.8885
H: -7.8835 -3.0264 1.9256
H: -6.4374 -2.3837 1.0955
H: -6.6484 -4.7950 0.7968
H: -6.9681 -5.0172 -0.9311
H: -8.2369 -6.6296 0.3344
H: -9.3483 -5.5034 -0.4591
H: -11.1639 -5.1601 1.1576
H: -10.2135 -3.6683 0.9158
H: -10.5722 -4.2426 2.5567
C: 4.1210 6.5339 -7.5641
O: 3.8936 5.7047 -8.6896
C: 4.3045 4.3605 -8.4935
C: 3.1278 3.4560 -8.2086
O: 2.5256 3.7562 -6.9590
C: 1.3315 4.5094 -7.0734
H: 3.6070 7.4766 -7.7430
H: 3.7303 6.0861 -6.6473
H: 5.1910 6.7349 -7.4418
H: 5.0416 4.2950 -7.6870
H: 4.7827 4.0322 -9.4214
H: 3.4828 2.4218 -8.1579
H: 2.3949 3.5235 -9.0183
H: 0.5237 3.8811 -7.4678
H: 1.4574 5.3816 -7.7188
H: 1.0591 4.8484 -6.0741
C: 3.1250 -0.0112 6.1440
O: 2.0641 0.7449 5.5853
C: 0.9633 0.8860 6.4697
C: 0.9401 2.2467 7.1275
O: 2.0376 2.4200 8.0121
C: 3.0704 3.2119 7.4548
H: 3.9880 0.0902 5.4869
H: 3.3949 0.3463 7.1398
H: 2.8503 -1.0700 6.2045
H: 0.9761 0.0991 7.2304
H: 0.0519 0.7674 5.8743
H: 0.0257 2.3335 7.7233
H: 0.9249 3.0355 6.3689
H: 2.7612 4.2615 7.4020
H: 3.3497 2.8675 6.4564
H: 3.9399 3.1402 8.1066
C: 6.4264 0.8014 -0.6064
O: 5.9305 -0.5245 -0.6302
C: 4.7222 -0.6876 0.0964
C: 3.5196 -0.7500 -0.8154
O: 3.2941 0.4965 -1.4660
C: 3.7384 0.5151 -2.8102
H: 7.2331 0.8623 -1.3349
H: 5.6531 1.5266 -0.8720
H: 6.8276 1.0470 0.3828
H: 4.5991 0.1159 0.8291
H: 4.7977 -1.6350 0.6400
H: 2.6327 -0.9667 -0.2122
H: 3.6341 -1.5536 -1.5499
H: 3.0792 -0.0903 -3.4449
H: 4.7628 0.1467 -2.9007
H: 3.7045 1.5475 -3.1562
C: -6.6066 -9.3568 -3.9515
O: -5.3580 -9.4442 -3.2901
C: -4.8811 -8.1961 -2.8161
C: -5.1002 -8.0408 -1.3283
O: -6.4800 -7.9599 -1.0052
C: -7.0057 -9.1706 -0.4886
H: -6.9679 -10.3724 -4.1035
H: -7.3397 -8.8047 -3.3580
H: -6.4942 -8.8743 -4.9284
H: -5.3550 -7.3704 -3.3562
H: -3.8060 -8.1609 -3.0186
H: -4.6347 -7.1055 -1.0002
H: -4.6243 -8.8633 -0.7862
H: -6.6371 -9.3491 0.5271
H: -6.7506 -10.0226 -1.1227
H: -8.0895 -9.0689 -0.4530
C: 3.7424 -0.9674 10.4964
O: 3.8408 -1.8599 9.4004
C: 4.3965 -3.1187 9.7452
C: 3.3307 -4.1832 9.8756
O: 2.4738 -3.9373 10.9783
C: 1.2258 -3.3812 10.6088
H: 3.1375 -0.1201 10.1753
H: 3.2644 -1.4394 11.3581
H: 4.7333 -0.6014 10.7865
H: 4.9757 -3.0453 10.6705
H: 5.0805 -3.4039 8.9393
H: 3.8162 -5.1486 10.0502
H: 2.7552 -4.2567 8.9475
H: 0.5994 -4.1313 10.1139
H: 1.3482 -2.5190 9.9483
H: 0.7282 -3.0586 11.5218
C: 6.8570 3.9236 -11.4282
O: 6.0306 2.9306 -12.0080
C: 5.6108 3.2467 -13.3262
C: 6.4077 2.4902 -14.3648
O: 7.7643 2.9028 -14.3913
C: 8.6392 2.0057 -13.7335
H: 7.2748 3.5113 -10.5108
H: 7.6771 4.2079 -12.0919
H: 6.2659 4.8117 -11.1785
H: 5.6812 4.3237 -13.5060
H: 4.5586 2.9571 -13.4098
H: 5.9855 2.6990 -15.3527
H: 6.3346 1.4130 -14.1860
H: 8.7646 1.0884 -14.3191
H: 8.2786 1.7502 -12.7340
H: 9.6063 2.4977 -13.6452
C: -0.4434 8.6515 7.8477
O: 0.9362 8.6045 8.1605
C: 1.2010 8.6321 9.5537
C: 1.5370 7.2580 10.0875
O: 0.4239 6.3820 10.0275
C: 0.4824 5.4752 8.9414
H: -0.5455 8.4358 6.7855
H: -1.0112 7.9110 8.4164
H: -0.8510 9.6492 8.0439
H: 0.3517 9.0525 10.1009
H: 2.0625 9.2899 9.7069
H: 1.8220 7.3487 11.1405
H: 2.3884 6.8394 9.5413
H: 1.2478 4.7138 9.1220
H: 0.6897 5.9883 7.9979
H: -0.4866 4.9835 8.8662

Computed properties:
SMILES string ... C=Cc1cc2c(cc1[PH2]=O)C(=O)c1ccccc1C2=O.COCCOC.COCCOC.COCCOC.COCCOC.COCCOC.COCCOC.COCCOC.COCCOC.COCCOC
Max |F| ... 0.0340 Eh/bohr
LUMO level ... -0.79 eV

Löwdin population analysis, charges in e, atoms 1 to 2:
1 C 0.049
2 C -0.124